# C40H53N10O2SV

A molecular structure, C40H53N10O2SV at a distorted geometry (ωB97M-V/def2-TZVPD, OMol25).

Atoms and positions in Å:
1 H 1.69272 -3.33874 -1.91489
2 H 2.06202 6.52756 -2.16899
3 H -6.49208 0.50396 -3.72479
4 H -0.66418 -2.72814 4.38711
5 C 6.34222 -2.84854 0.41141
6 C -0.24028 0.30386 0.79111
7 C 1.52342 -1.75684 -3.39229
8 H 2.37642 -0.71964 2.98441
9 H -0.09258 4.47316 1.75631
10 H -5.17718 0.79946 -1.79359
11 C 2.58002 -0.82614 -2.74949
12 H -2.38938 -1.80584 -2.97979
13 C -3.72418 -0.55424 -2.15129
14 C 3.16702 2.36116 0.07861
15 C 2.27252 2.39546 -1.19979
16 H -4.55208 -0.04974 -5.17409
17 C -4.16628 -2.87504 -1.01789
18 H 1.14342 7.63246 -0.26029
19 N 1.13192 6.73116 0.19621
20 C -1.63978 -2.21644 2.52221
21 H 0.51602 3.76736 -0.96069
22 H -6.34778 -1.09154 -2.93019
23 H -2.71368 -2.34994 2.72311
24 H -5.80148 -1.30784 -5.34769
25 C -5.78528 -0.28294 -3.43819
26 H 4.14282 -1.62124 2.68681
27 C -3.86708 2.87166 2.73071
28 C -4.03358 -1.40314 -0.85319
29 N 0.16492 -2.04954 -1.32669
30 C -0.87638 1.03546 1.54671
31 C -3.00958 2.15796 1.92441
32 H 1.81052 -2.64514 4.20431
33 O 1.34912 1.57486 -1.30619
34 N -1.31658 -2.48984 1.16031
35 C -1.33388 2.23816 3.64831
36 H 0.71392 -4.65104 3.13921
37 O 2.55702 3.28626 -2.03199
38 H 1.82632 4.84056 -2.29989
39 C -2.19778 2.96586 4.43991
40 H 2.05652 3.43576 2.57031
41 N 1.45442 5.74726 -1.96489
42 C 1.04912 5.64756 -0.66419
43 C -1.82548 -3.46034 -1.69519
44 H 4.10492 3.83556 1.35291
45 C 0.90342 -2.72384 -2.37719
46 H -4.95838 -1.00034 -0.41589
47 C 2.02732 4.08696 1.69301
48 C 4.38822 -1.90084 1.67091
49 H 3.54472 -0.92824 -3.27169
50 H -1.35968 -4.17334 -2.36529
51 C -2.83258 -0.89164 -0.01899
52 C 1.71492 -1.40524 2.42911
53 H 0.71112 -1.17124 -3.83519
54 H 4.18472 2.16066 -0.28539
55 H -1.44068 -4.08164 3.55871
56 H -0.34238 1.99776 4.01291
57 N -4.77788 0.31556 -2.58839
58 H 3.37252 1.26386 1.77861
59 H 0.31182 2.91746 1.03231
60 H -4.85578 3.12096 2.37031
61 C 5.85892 -2.86154 -0.89429
62 H -3.30318 1.86826 0.92611
63 H 0.46892 6.68056 0.95711
64 H -3.50528 -4.76084 -1.58029
65 H 4.56582 -2.44194 -2.46319
66 S -2.43198 0.43466 -1.22899
67 H -1.39218 -1.17124 2.75181
68 H 6.26322 -2.40364 2.45471
69 C -3.19748 -3.73104 -1.40399
70 C 0.50782 -3.63474 2.79391
71 V 1.11182 -0.58514 -0.36119
72 C 0.61772 3.96576 1.09171
73 C -3.47398 3.27816 3.99791
74 N -3.14628 -1.19804 -3.28359
75 H 3.24822 4.49876 -0.04129
76 H 7.33762 -3.25254 0.56381
77 H 2.61712 -3.31814 2.78691
78 C -5.08218 -0.85484 -4.66409
79 H 0.38462 -3.64714 1.71081
80 C 4.68762 -2.33844 -1.39099
81 N 2.64322 -1.06814 -1.34649
82 H 6.52022 -3.31304 -1.62849
83 C -0.82778 -3.18814 3.40961
84 C -1.72248 -1.88844 0.12821
85 N 2.09532 -1.43994 1.03011
86 H 1.81272 1.34026 1.20931
87 H -1.87528 3.29546 5.41881
88 H -4.15148 3.83626 4.63011
89 C -1.72568 1.80706 2.37161
90 H -3.11018 -0.47084 0.95101
91 C 3.36332 -1.72514 0.72251
92 C 5.68732 -2.36634 1.53291
93 H 0.25452 -3.39674 -2.95419
94 N 2.79352 1.26946 0.94311
95 C -1.08568 -2.44954 -1.10309
96 N 0.47402 4.49106 -0.25419
97 H -3.49078 -2.29134 -4.99779
98 C 3.60592 -1.70124 -0.73149
99 C 1.72792 -2.77784 3.12031
100 H -4.60618 -2.70824 -3.66959
101 H 1.98782 -2.35674 -4.18239
102 C -4.07048 -1.87944 -4.16749
103 C 3.19192 3.75266 0.75431
104 H 2.18552 5.11136 2.04681
105 H 0.70682 -0.99764 2.47271
106 H -5.15868 -3.26944 -0.83719
107 H 2.25522 0.21046 -2.88849

## Properties
Molar mass in u: 788.94
Maximum force in Eh/bohr: 0.0590
HOMO-LUMO gap (spin up / spin down) in eV: 3.488 / 3.046
2S+1: 2
E in eV: -97856.5195
Net charge: -1